The following is a DFT calculation (ωB97M-V/def2-TZVPD) of C12H13Br3NO7S as an isolated structure at a distorted geometry.

LUMO energy: -4.66 eV

```
! wB97M-V def2-TZVPD RIJCOSX def2/J DEFGRID3
* xyz 1 1
C -1.88709 1.70000 4.31491
C -1.88735 0.37196 3.63780
O -0.92929 -0.29879 3.41066
O -3.16796 -0.06201 3.27294
C -3.23287 -0.79039 2.11897
O -3.17601 -1.98292 2.09473
C -3.36029 0.02835 0.84314
C -2.05227 -0.11576 0.09864
C -1.66757 -1.35110 -0.35814
N -0.49220 -1.51128 -0.97840
C 0.37783 -0.50957 -1.18697
C 1.68800 -0.81060 -1.83973
S 2.93722 -1.01554 -0.54331
O 3.93781 -1.91112 -1.01775
O 2.19780 -1.31673 0.65014
C 0.02472 0.75037 -0.77413
C -1.19021 0.95012 -0.13327
C -1.52026 2.34926 0.30787
O -1.04159 2.84237 1.28692
O -2.37758 2.93913 -0.52764
H -2.10771 1.57861 5.37438
H -2.59649 2.38466 3.85877
H -0.87938 2.09518 4.22683
H -4.19174 -0.36756 0.26678
H -3.52023 1.07383 1.09090
H -2.27740 -2.23210 -0.22823
H -0.21964 -2.43846 -1.28177
H 1.94332 0.00599 -2.51204
H 1.66966 -1.73061 -2.41992
H 3.40657 0.24872 -0.41374
H 0.70191 1.57754 -0.92929
H -2.39587 3.88770 -0.31449
C 5.48170 -1.38411 -4.21862
Br 6.54107 -1.46233 -5.80800
Br 6.07635 0.00285 -3.02722
Br 3.60564 -1.16828 -4.64029
H 5.58140 -2.32734 -3.70143
*
```

=====

The following is a DFT calculation (ωB97M-V/def2-TZVPD) of C19H43N2O2P3Ti as an isolated structure at a distorted geometry.

LUMO energy (alpha / beta): -14.94 / -14.59 eV

```
! wB97M-V def2-TZVPD RIJCOSX def2/J DEFGRID3
* xyz 4 1
Ti -0.17544 0.13498 0.77325
P 1.91289 -1.09201 2.23683
P 1.57342 2.06263 0.59688
P -0.89191 -2.35333 0.45610
H -0.53747 1.96207 -7.62987
C -1.46135 1.41082 -7.45241
C -2.53020 1.93672 -6.81990
H -2.57043 2.97466 -6.50336
C 3.38317 -2.05547 1.76297
C 2.63412 0.17707 3.31004
C 1.06807 -2.21603 3.38241
C 0.98689 3.19917 -0.68821
C 1.97792 3.19809 1.97754
C 3.24565 1.62298 -0.03341
C -2.08079 -2.39560 -0.90220
C -1.64183 -3.37510 1.77809
C 0.43595 -3.44358 -0.18011
H -1.48790 0.38382 -7.83997
H -3.39848 1.31873 -6.59840
H 3.98235 -2.34005 2.64423
H 3.99399 -1.43918 1.09787
H 3.06550 -2.95703 1.23351
H 3.24834 -0.32746 4.06734
H 1.87535 0.77830 3.82708
H 3.28369 0.84864 2.73985
H 1.57539 -3.18879 3.35949
H 0.01175 -2.38844 3.16874
H 1.12452 -1.80287 4.39827
H 1.56334 4.12828 -0.65017
H -0.07271 3.43818 -0.56568
H 1.11258 2.73649 -1.66926
H 2.96891 3.63631 1.79174
H 1.99242 2.71633 2.96367
H 1.21611 3.98778 1.99785
H 3.85147 2.51667 -0.24714
H 3.13710 1.05270 -0.96459
H 3.78539 0.99746 0.68763
H -2.58512 -3.36551 -0.88336
H -1.56324 -2.25909 -1.85775
H -2.81984 -1.59119 -0.80972
H -2.41119 -4.02794 1.34818
H -2.10206 -2.74023 2.54896
H -0.85816 -3.98892 2.24491
H 0.02829 -4.30177 -0.73946
H 1.03569 -3.81436 0.66086
H 1.07799 -2.86127 -0.85356
C -0.45342 0.32904 -2.31265
C 0.65328 -0.07076 -3.09328
C 0.43385 -0.29487 -4.44180
C -0.82189 -0.13078 -5.01120
C -1.81535 0.50061 -4.25704
C -1.65469 0.75366 -2.90590
O -0.38105 0.25566 -0.99662
H 1.47765 -0.70283 0.71145
H 1.59177 -0.26992 -2.59164
H 1.26014 -0.61100 -5.06491
H -1.00474 -0.41320 -6.04564
H -2.70351 0.83898 -4.76055
H -2.43983 1.19331 -2.29209
C -1.43116 1.87552 4.80987
N -2.53325 1.26425 4.07943
C -2.45507 0.68296 2.87117
N -3.54721 0.14278 2.27825
O -1.34852 0.62820 2.22682
H -0.47478 1.70380 4.31190
H -1.39831 1.45140 5.81185
H -1.59816 2.94891 4.90642
H -3.45200 1.24396 4.50193
H -3.40579 -0.30333 1.37637
H -4.45804 0.09002 2.72209
*
```

=====

The following is a DFT calculation (ωB97M-V/def2-TZVPD) of C4H7N2 as an isolated structure at a distorted geometry.

LUMO energy: -4.92 eV

```
! wB97M-V def2-TZVPD RIJCOSX def2/J DEFGRID3
* xyz 1 1
C -0.22633 1.22432 0.86240
C 0.11362 -1.20983 -0.26252
C 1.35894 -0.39670 -0.09898
C -0.55406 0.14157 -0.66753
N 0.50716 0.91634 -0.19396
N -1.36901 0.65268 0.43834
H -0.06967 1.80531 1.72935
H 0.25126 -1.87685 -1.13165
H -0.34982 -1.50823 0.65739
H 2.03067 -0.60352 0.84376
H 2.08719 -0.37088 -0.97250
H -1.44090 0.52592 -1.99068
H -2.33904 0.69987 0.78657
*
```

=====

The following is a DFT calculation (ωB97M-V/def2-TZVPD) of one molecule with the formula C5H13NO at a distorted geometry.

LUMO energy: 1.03 eV
SMILES string: CCC[C@H](N)CO

```
! wB97M-V def2-TZVPD RIJCOSX def2/J DEFGRID3
* xyz 0 1
C -1.43072 -1.03500 1.20335
O -1.95185 -0.67909 2.47974
C -0.21114 -0.20850 0.82609
C 0.28217 -0.60774 -0.57723
C 0.98988 0.57796 -1.24432
C 0.17098 1.47149 -2.21503
N 0.85429 -0.38646 1.83343
H -1.19497 -2.10607 1.18575
H -2.14844 -0.87152 0.39454
H -1.17742 -0.88640 2.98982
H -0.54415 0.82269 0.80932
H 1.01829 -1.39636 -0.42277
H -0.52313 -0.92793 -1.23780
H 1.49369 1.25295 -0.55673
H 1.81922 0.22986 -1.86739
H 0.82081 1.97762 -2.92144
H -0.40892 2.22853 -1.68608
H -0.55858 0.84224 -2.73121
H 1.68140 -0.77664 1.42377
H 1.01861 0.47836 2.31418
*
```

=====

Number 1: E_tot -249432.861 eV. Number 2: E_tot -78416.650 eV. Number 3: E_tot -7229.614 eV. Number 4: E_tot -8933.026 eV.